P | {"formula": "C4H8OS", "method": "the ωB97M-V functional and the def2-TZVPD basis", "spin_multiplicity": 1, "homo_ha": -0.3331, "smiles": "C=C[C@H](S)CO", "species": ["C", "C", "C", "C", "H", "H", "H", "H", "H", "H", "H", "H", "O", "S"], "xyz": [[-0.411, -1.108, -0.185], [0.356, -0.081, 0.557], [-0.232, 1.322, 0.166], [-1.632, 1.458, -0.180], [-2.458, -1.781, -0.490], [-0.306, -1.028, -1.460], [-0.153, -2.134, 0.081], [0.309, -0.256, 1.624], [1.568, 0.809, -1.193], [0.444, 2.263, 0.318], [-2.585, 0.707, -0.298], [-1.748, 2.667, -0.367], [-1.890, -1.104, 0.139], [1.972, -0.123, -0.092]]}



Q | {"formula": "C4H8OS", "method": "the ωB97M-V functional and the def2-TZVPD basis", "spin_multiplicity": 1, "homo_ha": -0.3108, "smiles": "CC(=S)CCO", "species": ["C", "C", "C", "C", "H", "H", "H", "H", "H", "H", "H", "H", "O", "S"], "xyz": [[1.263, -1.206, 0.154], [0.375, -0.359, 1.015], [-0.961, 0.073, 0.429], [-0.811, 0.705, -0.987], [1.401, -0.655, -0.775], [2.259, -1.423, 0.592], [0.714, -2.089, -0.102], [-1.503, 0.763, 1.095], [-1.695, -0.754, 0.337], [-1.719, 1.349, -1.110], [-0.754, -0.125, -1.748], [0.261, 2.211, -0.441], [0.456, 1.462, -1.001], [0.715, 0.047, 2.541]]}



Short version: Q is the most stable of them.



P | {"formula": "C3H6OS", "method": "the ωB97M-V functional and the def2-TZVPD basis", "spin_multiplicity": 1, "homo_ha": [-0.3279, -0.2965], "species": ["C", "C", "C", "O", "S", "H", "H", "H", "H", "H", "H"], "xyz": [[1.078, -0.033, 0.133], [-1.307, 0.476, -0.277], [-0.147, -0.513, -0.532], [1.945, 1.048, -0.057], [2.745, -0.450, 0.118], [0.802, -0.738, 2.869], [-2.128, 0.172, -0.835], [-1.042, 1.562, -0.399], [-1.544, 0.339, 0.831], [-0.171, -0.392, -1.705], [-0.231, -1.470, -0.147]]}



Q | {"formula": "C3H6OS", "method": "the ωB97M-V functional and the def2-TZVPD basis", "spin_multiplicity": 1, "homo_ha": [-0.3315, -0.3297], "smiles": "C=CC.O=S", "species": ["C", "C", "C", "O", "S", "H", "H", "H", "H", "H", "H"], "xyz": [[0.712, 1.015, -0.665], [-0.328, 0.235, -0.278], [-0.276, -1.243, 0.071], [1.813, 2.380, 2.307], [0.895, 1.297, 2.691], [0.865, 2.164, -0.855], [1.662, 0.652, -0.606], [-1.436, 0.593, -0.230], [0.521, -1.306, 0.905], [-0.098, -1.975, -0.779], [-1.149, -1.485, 0.554]]}



R | {"formula": "C3H6OS", "method": "the ωB97M-V functional and the def2-TZVPD basis", "spin_multiplicity": 1, "homo_ha": -0.3201, "smiles": "CCC(O)=S", "species": ["C", "C", "C", "H", "H", "H", "H", "H", "H", "O", "S"], "xyz": [[-0.379, 1.154, 0.211], [0.190, -0.198, 0.663], [0.575, -1.130, -0.496], [-0.688, 1.304, -0.818], [-1.215, 1.568, 0.891], [0.406, 1.872, 0.319], [-0.581, -0.758, 1.197], [1.070, -0.145, 1.329], [-1.053, -0.669, -1.101], [-0.347, -1.131, -1.475], [2.022, -1.868, -0.719]]}



Short version: R is the most stable of them.



P | {"formula": "C2H2NO2S", "method": "the ωB97M-V functional and the def2-TZVPD basis", "spin_multiplicity": 1, "homo_ha": -0.1136, "smiles": "C=NC#S(=O)[O-]", "charge": -1, "species": ["C", "C", "N", "O", "O", "S", "H", "H"], "xyz": [[1.205, 1.939, -1.139], [0.393, -0.247, -0.185], [0.872, 0.840, -0.699], [2.670, 4.067, -0.883], [3.897, 1.901, -0.774], [2.766, 2.705, -0.285], [0.390, -1.341, -0.673], [-0.298, -0.162, 0.639]]}



Q | {"formula": "C2H2NO2S", "method": "the ωB97M-V functional and the def2-TZVPD basis", "spin_multiplicity": 1, "homo_ha": [-0.1128, -0.1128], "charge": -1, "species": ["C", "C", "N", "O", "O", "S", "H", "H"], "xyz": [[1.703, 0.155, -0.200], [2.733, -0.117, 0.356], [-1.585, -0.354, -0.260], [-1.565, -1.636, -0.259], [-2.721, 1.839, -0.001], [-2.883, 0.380, 0.298], [0.894, 0.211, -0.941], [3.424, -0.477, 1.008]]}



Short version: P is the most stable of them.



P | {"formula": "C5H15N2O", "method": "the ωB97M-V functional and the def2-TZVPD basis", "spin_multiplicity": 1, "homo_ha": -0.4941, "charge": 1, "species": ["N", "C", "C", "C", "C", "C", "N", "H", "H", "H", "H", "H", "H", "H", "H", "H", "H", "H", "H", "H", "H", "H", "O"], "xyz": [[0.876, -2.345, 0.416], [0.558, -0.828, 0.176], [0.999, 0.081, 1.167], [0.706, 1.519, 0.657], [1.267, 2.023, -0.421], [-0.938, -0.843, -0.131], [-1.153, -1.728, -1.247], [0.231, -2.765, -0.334], [1.889, -2.485, 0.237], [0.860, -2.655, 1.347], [1.078, -0.806, -0.911], [0.390, -0.131, 2.137], [2.047, -0.023, 1.464], [-0.352, 1.876, 1.007], [2.156, 1.733, -0.950], [1.169, 3.081, -0.920], [-1.272, 0.220, -0.168], [-1.375, -1.210, 0.842], [-0.966, -1.326, -2.137], [-2.160, -2.030, -1.249], [-2.545, 3.171, 0.150], [-1.524, 2.997, -0.962], [-1.941, 2.475, -0.173]]}



Q | {"formula": "C5H15N2O", "method": "the ωB97M-V functional and the def2-TZVPD basis", "spin_multiplicity": 1, "homo_ha": -0.4748, "charge": 1, "species": ["C", "C", "C", "N", "H", "H", "H", "H", "H", "H", "H", "H", "C", "N", "C", "O", "H", "H", "H", "H", "H", "H", "H"], "xyz": [[-2.077, -1.931, 1.415], [-1.562, -0.851, 2.384], [0.786, -0.449, 1.881], [-0.438, -0.143, 1.741], [-2.588, -1.478, 0.568], [-1.284, -2.585, 1.058], [-2.780, -2.560, 1.960], [-2.296, -0.082, 2.603], [-1.228, -1.335, 3.298], [1.534, 0.168, 1.412], [1.016, -1.345, 2.447], [-0.645, 0.654, 1.106], [1.485, 0.824, -3.315], [0.794, 1.547, -2.251], [1.024, 0.948, -0.967], [0.474, 1.801, 0.064], [2.560, 0.986, -3.214], [1.204, 1.207, -4.293], [1.296, -0.257, -3.309], [-0.201, 1.502, -2.432], [0.491, -0.016, -0.894], [2.092, 0.791, -0.802], [0.343, 2.605, -0.459]]}



Short version: Q is the most stable of them.



P | {"formula": "C5H15N2O", "method": "the ωB97M-V functional and the def2-TZVPD basis", "spin_multiplicity": 1, "homo_ha": -0.4914, "charge": 1, "species": ["C", "N", "C", "C", "C", "O", "C", "N", "H", "H", "H", "H", "H", "H", "H", "H", "H", "H", "H", "H", "H", "H", "H"], "xyz": [[1.104, 0.245, -0.941], [-0.237, 0.963, -0.811], [-1.195, 0.293, 0.110], [-2.225, -0.489, -0.714], [-3.279, -1.132, 0.163], [-3.982, -0.063, 0.791], [1.685, 0.573, 0.326], [5.087, 0.074, 0.747], [0.823, -0.768, -1.246], [1.656, 0.633, -1.803], [0.014, 1.829, -0.319], [-0.744, -0.348, 0.878], [-1.790, 0.977, 0.724], [-2.736, 0.209, -1.367], [-1.683, -1.203, -1.340], [-2.849, -1.777, 0.937], [-3.947, -1.702, -0.488], [-4.737, -0.448, 1.255], [1.792, 1.632, 0.525], [2.133, -0.213, 0.928], [5.455, 0.924, 1.114], [5.554, -0.303, -0.069], [4.103, 0.093, 0.598]]}



Q | {"formula": "C5H15N2O", "method": "the ωB97M-V functional and the def2-TZVPD basis", "spin_multiplicity": 1, "homo_ha": -0.4922, "charge": 1, "species": ["C", "C", "C", "C", "C", "N", "N", "H", "H", "H", "H", "H", "H", "H", "H", "H", "H", "H", "H", "H", "H", "H", "O"], "xyz": [[-1.440, -2.236, -0.349], [-0.422, -1.612, 0.602], [-0.685, -0.120, 0.754], [-0.367, 0.799, -0.401], [-0.748, 2.067, -0.456], [0.456, 0.273, -1.478], [0.980, -1.839, 0.059], [-2.357, -2.444, 0.194], [-1.122, -3.209, -0.724], [-1.626, -1.529, -1.148], [-0.364, -2.079, 1.582], [-1.697, 0.017, 1.124], [-0.065, 0.247, 1.587], [-0.624, 2.684, -1.339], [-1.188, 2.657, 0.333], [-0.075, -0.045, -2.288], [1.038, -1.170, -0.764], [1.126, 0.918, -1.874], [1.139, -2.797, -0.242], [1.688, -1.541, 0.728], [1.325, 2.361, 1.953], [1.616, 2.131, 0.425], [1.698, 2.747, 1.152]]}



Short version: Q is the most stable of them.



P | {"formula": "C5H15N2O", "method": "the ωB97M-V functional and the def2-TZVPD basis", "spin_multiplicity": 1, "homo_ha": -0.4681, "charge": 1, "species": ["C", "C", "C", "C", "C", "N", "N", "H", "H", "H", "H", "H", "H", "H", "H", "H", "H", "H", "H", "H", "H", "H", "O"], "xyz": [[0.752, -1.641, -0.314], [0.525, -0.380, -1.204], [-0.831, 0.439, -1.288], [-1.301, 1.187, -0.019], [-1.248, 0.202, 1.127], [-0.764, 0.718, 2.440], [0.874, -0.614, -2.614], [0.086, -2.541, -0.523], [1.830, -1.947, -0.473], [0.732, -1.462, 0.761], [1.197, 0.336, -0.790], [-0.769, 1.160, -2.111], [-1.589, -0.209, -1.665], [-0.436, 2.016, 0.202], [-2.061, -0.496, 1.277], [-1.360, 1.382, 3.058], [-0.563, -0.026, 3.045], [0.659, -1.598, -2.980], [1.962, -0.486, -2.686], [-2.182, 1.758, -0.217], [0.759, 0.686, 1.328], [1.967, 0.773, 2.316], [1.761, 0.744, 1.332]]}



Q | {"formula": "C5H15N2O", "method": "the ωB97M-V functional and the def2-TZVPD basis", "spin_multiplicity": 1, "homo_ha": -0.4264, "charge": 1, "species": ["C", "C", "C", "C", "C", "N", "N", "H", "H", "H", "H", "H", "H", "H", "H", "H", "H", "H", "H", "H", "H", "H", "O"], "xyz": [[-1.516, 0.624, 2.297], [-0.849, 0.335, 0.975], [0.251, 1.401, 0.721], [1.050, 1.016, -0.546], [0.515, 0.620, -1.707], [1.224, 0.461, -2.859], [-0.132, -0.991, 1.053], [-0.889, 0.506, 3.165], [-2.258, -0.125, 2.551], [-2.009, 1.586, 2.359], [-1.552, 0.276, 0.149], [0.961, 1.343, 1.518], [-0.291, 2.303, 0.470], [2.098, 1.300, -0.493], [-0.517, 0.290, -1.769], [2.167, 0.809, -2.902], [0.809, 0.316, -3.758], [0.807, -0.820, 1.399], [-0.065, -1.458, 0.157], [-0.633, -1.647, 1.651], [1.010, -2.383, -1.484], [-0.294, -3.209, -1.761], [0.112, -2.555, -1.186]]}



Short version: Q is the most stable of them.